1.
17
Properties=species:S:1:pos:R:3:nbo_charge:R:1 method="wB97M-V/def2-TZVPD" fmax_ha_per_bohr=0.0592 gap_ev=9.83 lumo_energy_ha=0.025 relative_energy_kcal_mol=75.2 e_homo_ev=-9.2
C 2.1155 0.0805 -1.8174 -0.460
C 0.9295 0.0969 -1.1947 -0.042
N -0.0320 1.1188 -1.3598 -0.410
C 0.2579 2.3543 -1.0276 -0.072
H 2.3462 0.8017 -2.5601 0.204
H 2.7522 -0.8224 -1.6142 0.212
H 0.5605 -0.7596 -0.6271 0.218
H -0.4938 3.1304 -1.1411 0.183
H 1.2208 2.5992 -0.5463 0.160
N -1.6829 -2.1641 1.4278 -0.811
C -1.4561 -0.7702 1.5475 0.076
O -0.0796 -0.3631 1.6091 -0.744
H -1.1899 -2.4917 0.5645 0.355
H -1.2582 -2.6119 2.1938 0.353
H -1.9666 -0.3678 0.6355 0.156
H -1.9377 -0.4066 2.4264 0.154
H -0.0859 0.5755 1.4836 0.468

---

2.
63
Properties=species:S:1:pos:R:3:nbo_charge:R:1 method="wB97M-V/def2-TZVPD" fmax_ha_per_bohr=0.0212 gap_ev=8.78 lumo_energy_ha=0.022 relative_energy_kcal_mol=3.6 e_homo_ev=-8.2
C 0.7477 0.3535 5.2701 -0.374
C 0.5916 -0.8087 4.6663 -0.195
C 1.1260 -1.1133 3.2987 -0.267
N 0.0846 -1.5988 2.4307 -0.358
C -0.0573 -2.8568 1.9202 0.169
S 1.1325 -4.1169 2.1163 0.267
C 1.3563 -4.5038 0.3377 -0.593
C 1.1984 -3.2125 -0.4582 0.676
O 1.9564 -2.2748 -0.3020 -0.637
N 0.1548 -3.2328 -1.3101 -0.581
C -0.3790 -2.1420 -2.0174 0.002
C -1.7689 -1.9689 -2.2171 0.151
C -2.8681 -2.8490 -1.7438 -0.661
N -1.9836 -0.8678 -2.9092 -0.287
N -0.7888 -0.3360 -3.1703 -0.162
C -0.7153 0.9365 -3.8386 -0.251
C -0.6034 2.0718 -2.8468 0.043
C 0.3775 3.0447 -2.9671 -0.244
C 0.4489 4.0791 -2.0495 -0.211
C -0.4517 4.1420 -1.0008 -0.214
C -1.4276 3.1683 -0.8698 -0.188
C -1.5038 2.1407 -1.7913 -0.243
C 0.2274 -1.0647 -2.6457 0.163
C 1.6519 -0.6990 -2.8507 -0.673
N -1.1201 -2.9357 1.1696 -0.323
N -1.6923 -1.7218 1.1589 -0.321
C -0.9819 -0.9266 1.9115 0.326
C -1.2694 0.5234 2.0951 0.024
O -2.4594 0.8803 1.4344 -0.700
C -0.0882 1.3538 1.6135 0.043
C 0.2485 2.5199 2.2876 -0.236
C 1.3191 3.2874 1.8660 -0.223
C 2.0667 2.8898 0.7708 -0.198
C 1.7286 1.7344 0.0889 -0.196
C 0.6489 0.9731 0.4990 -0.244
H 0.3615 0.5365 6.2577 0.206
H 1.2803 1.1649 4.8013 0.200
H 0.0536 -1.6192 5.1400 0.205
H 1.5740 -0.2218 2.8499 0.236
H 1.8826 -1.9044 3.3569 0.243
H 0.6408 -5.2741 0.0555 0.224
H 2.3760 -4.8781 0.2562 0.253
H -0.5158 -3.9820 -1.2054 0.415
H -2.7872 -3.8414 -2.1892 0.206
H -2.8255 -2.9439 -0.6604 0.251
H -3.8204 -2.4136 -2.0304 0.238
H 0.1265 0.9408 -4.5357 0.210
H -1.6467 1.0360 -4.4043 0.240
H 1.0829 3.0012 -3.7859 0.206
H 1.2125 4.8360 -2.1540 0.211
H -0.3917 4.9481 -0.2850 0.214
H -2.1273 3.2028 -0.0490 0.228
H -2.2674 1.3819 -1.7015 0.228
H 2.0144 -1.0975 -3.8001 0.222
H 2.2534 -1.1177 -2.0484 0.273
H 1.7698 0.3822 -2.8591 0.219
H -1.4312 0.7311 3.1639 0.203
H -2.5829 0.2772 0.6893 0.493
H -0.3341 2.8232 3.1455 0.212
H 1.5745 4.1924 2.3979 0.213
H 2.9114 3.4806 0.4488 0.213
H 2.3121 1.4175 -0.7606 0.217
H 0.3970 0.0721 -0.0408 0.235

---

3.
18
Properties=species:S:1:pos:R:3:nbo_charge:R:1 method="wB97M-V/def2-TZVPD" fmax_ha_per_bohr=0.0961 gap_ev=9.53 lumo_energy_ha=0.036 relative_energy_kcal_mol=64.3 e_homo_ev=-8.6
N 2.2197 -0.7665 2.3948 -0.796
C 1.0035 -1.0212 1.8254 0.027
C 0.5220 -0.2922 0.7882 -0.283
C -0.3503 -0.7760 -0.3406 -0.449
C -1.1044 0.4879 -0.8745 -0.146
N -1.6401 0.2966 -2.2273 -0.838
C -0.2820 1.8551 -1.1672 0.465
O -0.6953 2.8973 -0.8095 -0.517
H 2.1346 -0.4757 3.3643 0.371
H 2.7938 -0.1831 1.8712 0.370
H 0.4068 -1.7849 2.3299 0.181
H 1.1152 0.5055 0.4165 0.165
H 0.0716 -1.3684 -1.0878 0.207
H -0.9945 -1.3658 0.3274 0.219
H -1.8944 0.7852 -0.1992 0.200
H -2.6169 0.1925 -2.1896 0.366
H -1.3140 -0.5886 -2.7063 0.358
H 0.6247 1.6024 -1.7157 0.099

---

4.
69
Properties=species:S:1:pos:R:3:nbo_charge:R:1 method="wB97M-V/def2-TZVPD" multiplicity=3 fmax_ha_per_bohr=0.0411 gap_ev="8.15 / 8.54" lumo_energy_ha="-0.007 / -0.007" e_homo_ev="-8.3 / -8.7"
C 6.5201 -3.3604 0.2257 -0.497
C 5.4390 -3.5561 -0.6060 0.146
O 4.5951 -4.6200 -0.3730 -0.712
S 5.1958 -6.0924 -0.8800 1.755
O 5.7347 -5.8828 -2.1854 -0.895
O 6.4836 -6.3038 0.1820 -0.466
O 7.6743 -6.7096 -0.5188 -0.405
H 7.5294 -3.3883 -0.1351 0.206
H 6.3238 -3.2352 1.2744 0.214
H 5.1737 -2.8697 -1.3864 0.187
H 8.2368 -5.9297 -0.4732 0.468
C 1.7817 -3.4096 -2.6344 -0.628
C 0.8313 -3.0416 -1.4603 0.088
C -0.5785 -3.5881 -1.7107 -0.411
C -1.4059 -2.7811 -2.7081 -0.401
C -1.4078 -1.3047 -2.3206 -0.418
C 0.0026 -0.7414 -2.1832 0.096
N 0.8340 -1.5636 -1.2536 0.015
O 0.4978 -1.2990 -0.0391 -0.383
C 0.6409 -0.6608 -3.5809 -0.625
C -0.0638 0.6975 -1.6975 -0.598
C 1.3932 -3.7644 -0.2459 -0.589
H 2.2089 -2.5366 -3.1195 0.220
H 2.6357 -3.9857 -2.2811 0.216
H 1.2805 -4.0049 -3.3983 0.209
H -1.1220 -3.6139 -0.7613 0.210
H -0.5017 -4.6236 -2.0451 0.215
H -1.0236 -2.9176 -3.7233 0.195
H -2.4305 -3.1574 -2.7160 0.215
H -1.9571 -0.7252 -3.0641 0.216
H -1.9466 -1.1836 -1.3758 0.215
H 1.6723 -0.3132 -3.5165 0.215
H 0.0882 0.0506 -4.1926 0.216
H 0.6313 -1.6049 -4.1210 0.209
H -0.6093 0.7943 -0.7623 0.232
H -0.5799 1.3134 -2.4318 0.210
H 0.9351 1.1106 -1.5545 0.215
H 2.3703 -3.3718 0.0278 0.218
H 1.5078 -4.8231 -0.4749 0.206
H 0.7407 -3.6920 0.6217 0.221
C -1.9518 2.2974 3.6074 -0.626
C -1.4456 3.2734 2.5092 0.090
C -1.3145 4.6963 3.0629 -0.411
C -2.6344 5.4498 3.2022 -0.401
C -3.4104 5.3996 1.8896 -0.418
C -3.6338 3.9716 1.4033 0.100
N -2.3502 3.2128 1.3231 0.017
O -1.7053 3.5857 0.2738 -0.383
C -4.6359 3.2780 2.3422 -0.625
C -4.3172 3.9930 0.0445 -0.604
C -0.0458 2.7919 2.1519 -0.595
H -2.8867 1.8131 3.3420 0.221
H -1.2455 1.4842 3.7637 0.220
H -2.0933 2.7965 4.5669 0.206
H -0.6621 5.2750 2.4019 0.210
H -0.8085 4.6540 4.0281 0.215
H -3.2277 5.0376 4.0228 0.196
H -2.4315 6.4892 3.4660 0.215
H -4.3752 5.8956 2.0084 0.215
H -2.8637 5.9665 1.1298 0.214
H -4.7773 2.2355 2.0562 0.216
H -5.6025 3.7753 2.2752 0.214
H -4.3453 3.3088 3.3896 0.211
H -3.7568 4.5683 -0.6884 0.229
H -5.2989 4.4541 0.1402 0.206
H -4.4521 2.9825 -0.3421 0.217
H -0.0732 1.8069 1.6850 0.226
H 0.5455 2.7216 3.0640 0.206
H 0.4675 3.4751 1.4790 0.221

---

5.
15
Properties=species:S:1:pos:R:3:nbo_charge:R:1 method="wB97M-V/def2-TZVPD" multiplicity=5 charge=+3 fmax_ha_per_bohr=0.1104 gap_ev="8.99 / 6.58" lumo_energy_ha="-0.509 / -0.611" e_homo_ev="-22.8 / -23.2"
O -1.3734 -0.2705 -0.2692 -0.679
C -1.2236 0.8249 -1.1438 -0.046
C -0.0669 0.6515 -1.8935 -0.227
Li -2.3549 -0.8186 -2.0131 0.988
Rh -1.5517 -0.0852 1.5321 1.250
H -1.4962 1.8337 -0.8093 0.266
H 0.0982 -0.3027 -2.4085 0.239
H 0.2840 1.5110 -2.4659 0.291
C 0.8979 -0.8247 1.0041 0.241
C 0.8070 0.5694 1.2104 -0.386
O 1.4312 -1.3908 2.1047 -0.438
H 0.7661 -1.7411 0.4101 0.303
H 0.8098 1.0674 2.1851 0.319
H 1.3261 1.2975 0.5901 0.326
H 1.6462 -2.3217 1.9666 0.554

---

6.
34
Properties=species:S:1:pos:R:3:nbo_charge:R:1 method="wB97M-V/def2-TZVPD" charge=-1 fmax_ha_per_bohr=0.0459 gap_ev=7.20 lumo_energy_ha=0.084 relative_energy_kcal_mol=0.0 e_homo_ev=-4.9
C 2.4125 -2.1119 -1.4503 -0.610
C 3.1353 -1.0914 -0.5807 -0.218
N 2.4387 0.2106 -0.5521 -0.454
C 3.3843 1.3468 -0.5403 -0.210
C 3.9570 1.7057 0.8190 -0.634
C 1.3548 0.3593 0.2904 -0.092
S 0.5712 1.7772 0.4759 -0.035
S 0.8023 -1.0723 1.2060 0.194
C -0.8449 -1.3473 0.4755 -0.499
C -1.9840 -0.5037 1.0219 -0.449
C -3.3077 -1.2436 0.8284 -0.061
O -4.4117 -0.3573 0.7863 -0.517
C -4.5722 0.2950 -0.4066 0.991
O -3.9275 -0.0055 -1.3883 -0.667
O -5.5182 1.1965 -0.2998 -0.625
C -4.9868 2.6542 -0.2110 0.957
O -4.8337 2.9834 0.9407 -0.716
O -4.8569 3.1527 -1.2792 -0.690
H 1.3379 -2.0656 -1.3069 0.220
H 2.5864 -1.8714 -2.4996 0.203
H 2.7632 -3.1232 -1.2598 0.209
H 4.1050 -0.9199 -1.0424 0.194
H 3.3254 -1.4793 0.4186 0.195
H 4.2132 1.0606 -1.1849 0.189
H 2.9261 2.2157 -1.0027 0.226
H 4.5953 2.5811 0.7020 0.214
H 3.1865 1.9670 1.5390 0.230
H 4.5649 0.8999 1.2302 0.197
H -0.7237 -1.1729 -0.5927 0.230
H -1.0363 -2.4122 0.6056 0.218
H -2.0474 0.4614 0.5301 0.250
H -1.8309 -0.3229 2.0847 0.208
H -3.4928 -1.8802 1.6948 0.171
H -3.2852 -1.8865 -0.0517 0.182

---

7.
30
Properties=species:S:1:pos:R:3:nbo_charge:R:1 method="wB97M-V/def2-TZVPD" fmax_ha_per_bohr=0.0275 gap_ev=10.16 lumo_energy_ha=0.020 relative_energy_kcal_mol=57.6 e_homo_ev=-9.6
C 1.5593 2.5646 1.9068 -0.605
C 0.5937 2.9720 0.7970 -0.111
C 0.7955 2.0800 -0.4299 -0.596
C 0.4603 4.4818 0.5229 -0.047
C -0.8983 3.1312 1.1666 -0.046
C -0.8007 -2.3489 0.2484 -0.059
C -1.3015 -3.3948 -0.7210 -0.448
C -0.1859 -4.0722 -1.4481 0.052
C -0.3929 -4.5544 -2.8191 -0.110
H 2.5521 2.3070 1.5085 0.213
H 1.7332 3.3724 2.6198 0.214
H 1.2033 1.6746 2.4570 0.209
H 0.5993 1.0345 -0.1476 0.207
H 1.8136 2.1487 -0.7951 0.210
H 0.1340 2.3516 -1.2515 0.212
H 0.6289 4.7900 -0.5272 0.171
H 1.0901 5.1221 1.1744 0.169
H -1.5901 2.6012 0.5071 0.169
H -1.1476 2.9133 2.2018 0.168
H 0.0231 -2.3565 2.0104 0.471
H -1.6462 -1.7953 0.6830 0.165
H -0.1330 -1.6523 -0.2844 0.167
H -1.9954 -2.9558 -1.4322 0.219
H -1.8399 -4.1606 -0.1632 0.217
H 0.5273 -4.6310 -0.8454 0.198
H -1.3497 -4.3834 -3.3180 0.176
H 0.1755 -5.4123 -3.1978 0.182
O -0.9236 4.5247 0.8752 -0.535
O -0.0473 -2.9852 1.2770 -0.730
O 0.3631 -3.3668 -2.5753 -0.498

---

8.
22
Properties=species:S:1:pos:R:3:nbo_charge:R:1 method="wB97M-V/def2-TZVPD" fmax_ha_per_bohr=0.0880 gap_ev=5.35 lumo_energy_ha=-0.089 relative_energy_kcal_mol=133.9 e_homo_ev=-7.8
N -1.8313 -1.0865 -1.8892 -0.850
C -0.8266 -0.4198 -1.0281 -0.066
C 0.4723 -1.2403 -0.8418 -0.426
C 1.8006 -0.3889 -0.7739 -0.559
S 1.5338 1.2520 -0.0383 -0.354
C -1.4156 -0.0577 0.4143 -0.046
N -2.1326 1.2111 0.4070 -0.750
H -1.7145 -0.9712 -2.8904 0.378
H -2.6760 -0.6548 -1.5963 0.359
H -0.5237 0.5498 -1.5740 0.206
H 0.3984 -1.9800 -1.7625 0.225
H 0.3334 -1.8917 0.0376 0.193
H 2.1309 -0.1919 -1.8648 0.220
H 2.4845 -1.0956 -0.2521 0.219
H 0.0723 -0.2969 1.8491 0.286
H -0.4616 0.0571 1.1340 0.018
H -1.9272 -0.9038 0.7524 0.203
H -1.4531 1.9796 0.5017 0.395
H -2.5576 1.1932 1.3177 0.360
H 2.5646 1.9555 2.0608 0.479
H 3.1040 1.0742 3.0349 0.456
O 2.6250 1.9066 3.0019 -0.944

---

9.
60
Properties=species:S:1:pos:R:3:nbo_charge:R:1 method="wB97M-V/def2-TZVPD" fmax_ha_per_bohr=0.1022 gap_ev=10.53 lumo_energy_ha=0.019 relative_energy_kcal_mol=43.7 e_homo_ev=-10.0
O 3.5881 -3.3665 -4.9050 -0.569
C 3.7775 -2.3541 -4.2626 0.798
C 3.1497 -1.0221 -4.3572 -0.555
C 3.7810 -0.1590 -3.2792 -0.427
C 4.4887 -1.2273 -2.3862 -0.063
O 4.6245 -2.3854 -3.1547 -0.498
H 3.0661 -0.7896 -5.4189 0.250
H 2.1449 -1.2542 -4.0043 0.257
H 4.5339 0.4828 -3.7366 0.203
H 3.2770 0.5103 -2.5819 0.231
H 5.4757 -0.8462 -2.1240 0.181
H 3.9000 -1.4812 -1.5047 0.189
O 1.0094 -2.4015 4.7447 -0.563
C 0.2721 -1.5093 5.1470 0.792
C 0.5733 -0.5981 6.3316 -0.527
C -0.5410 0.4970 6.0507 -0.435
C -1.6208 -0.2097 5.3410 -0.078
O -0.9311 -1.1615 4.5392 -0.504
H 0.4256 -1.1088 7.2831 0.239
H 1.6081 -0.2573 6.3005 0.250
H -0.8079 1.1007 6.9181 0.227
H -0.1061 1.2862 5.4374 0.217
H -2.2500 -0.7663 6.0356 0.179
H -2.1927 0.5184 4.7657 0.207
O 1.3758 -1.5078 -1.4864 -0.642
C 1.0781 -1.1280 -0.3560 0.801
C 0.6771 0.1620 0.1855 -0.545
C -0.1296 -0.1565 1.4957 -0.420
C 0.7649 -1.3738 1.8213 -0.088
O 1.1539 -1.9643 0.6528 -0.462
H 1.5625 0.6910 0.5383 0.252
H 0.1766 0.7332 -0.5963 0.248
H -0.1524 0.5777 2.3011 0.233
H -1.1511 -0.5259 1.4061 0.222
H 1.7017 -1.1874 2.3464 0.179
H 0.2598 -2.1271 2.4259 0.217
O -2.1100 -0.1314 -1.4272 -0.581
C -1.6465 -0.5632 -2.3886 0.809
C -1.4728 -1.8723 -2.9678 -0.550
C -1.3648 -1.5626 -4.5015 -0.427
C -0.7291 -0.2028 -4.4619 -0.063
O -1.1246 0.3088 -3.2691 -0.506
H -0.5623 -2.3068 -2.5550 0.283
H -2.3652 -2.4371 -2.6981 0.242
H -0.8571 -2.2672 -5.1602 0.231
H -2.2744 -1.3975 -5.0789 0.210
H 0.3507 -0.3415 -4.4094 0.170
H -0.9957 0.4316 -5.3073 0.189
O -0.2234 3.4409 1.5202 -0.587
C -1.4029 3.3832 1.1317 0.800
C -1.9838 3.0620 -0.3034 -0.528
C -3.4755 2.9605 -0.0170 -0.441
C -3.7410 3.5118 1.3975 -0.077
O -2.4261 3.5915 1.9908 -0.491
H -1.8379 3.8579 -1.0338 0.239
H -1.6511 2.1080 -0.7125 0.265
H -4.1057 3.5917 -0.6436 0.211
H -3.7480 1.9269 -0.2298 0.227
H -4.3514 4.4147 1.4125 0.188
H -4.4651 2.8028 1.7989 0.192

---

10.
15
Properties=species:S:1:pos:R:3:nbo_charge:R:1 method="wB97M-V/def2-TZVPD" fmax_ha_per_bohr=0.0639 gap_ev=9.61 lumo_energy_ha=0.033 relative_energy_kcal_mol=34.1 e_homo_ev=-8.7
C 1.3406 -0.1992 -1.0828 -0.367
C 0.2578 0.2170 -0.4253 -0.174
C 0.1439 1.4060 0.3839 -0.274
N -0.8102 2.3138 -0.1724 -0.792
S -1.0434 -0.9373 -0.4915 0.172
C -0.6083 -2.1375 0.8193 -0.727
H 2.2020 0.4212 -1.0152 0.188
H 1.3581 -1.1563 -1.5666 0.210
H 1.1477 1.8143 0.3787 0.192
H -0.1755 1.0703 1.3868 0.202
H -0.6019 2.3825 -1.1838 0.347
H -1.6570 1.8015 -0.1465 0.353
H -0.1535 -1.5981 1.7195 0.221
H 0.1537 -2.7928 0.3554 0.217
H -1.5541 -2.6053 1.0402 0.231

---

11.
17
Properties=species:S:1:pos:R:3:nbo_charge:R:1 method="wB97M-V/def2-TZVPD" multiplicity=2 fmax_ha_per_bohr=0.1049 gap_ev="10.44 / 6.52" lumo_energy_ha="0.011 / -0.132" relative_energy_kcal_mol=37.5 e_homo_ev="-10.1 / -10.1"
C -0.1422 -1.1605 1.0006 -0.288
N 1.0745 -0.5267 1.1694 -0.336
C 1.6029 0.2592 -0.0148 0.849
O 1.0852 -0.1989 -1.0671 -0.738
O 2.1112 1.3140 0.3390 -0.621
C -1.5402 -0.1727 1.2335 -0.169
N -2.0268 0.6035 0.1191 -0.772
H -0.2057 -2.0995 1.6809 0.244
H -0.3879 -1.5089 -0.0721 0.268
H 1.2703 -0.1945 2.0892 0.399
H -2.3977 -0.9790 1.2262 0.213
H -1.5525 0.2443 2.1757 0.203
H -1.7594 0.1599 -0.8001 0.385
H -1.3818 1.5050 -0.0946 0.372
H 1.0611 0.2573 -2.8425 0.488
H 1.9028 1.4703 -2.7785 0.465
O 1.2862 1.0271 -3.3640 -0.962

---

12.
9
Properties=species:S:1:pos:R:3:nbo_charge:R:1 method="wB97M-V/def2-TZVPD" fmax_ha_per_bohr=0.0724 gap_ev=11.01 lumo_energy_ha=0.010 relative_energy_kcal_mol=53.1 e_homo_ev=-10.8
N -1.6310 0.8203 1.8885 -0.278
C -0.8754 0.6760 1.0470 0.225
C 0.1765 0.3835 0.1033 -0.086
O 1.4024 0.0345 0.5921 -0.682
C -0.2092 -0.5984 -1.1430 0.445
O 0.3072 -1.6689 -1.1432 -0.484
H 0.2501 1.4651 -0.3342 0.223
H 1.5660 -0.8743 0.8036 0.502
H -0.9866 -0.2380 -1.8141 0.135